{
  "formula": "C21H31EuO4",
  "method": "ωB97M-V/def2-TZVPD",
  "total_charge": -1,
  "s2": 15.76,
  "multiplicity": 8,
  "e_above_lowest_kcal_mol": 2.37,
  "largest_force_ev_per_a": 4.87,
  "species": ["O", "C", "C", "H", "H", "C", "H", "H", "C", "H", "H", "H", "C", "H", "H", "H", "Eu", "C", "C", "C", "H", "C", "C", "H", "H", "H", "H", "C", "C", "C", "H", "C", "C", "H", "H", "H", "H", "O", "C", "C", "H", "H", "C", "H", "H", "C", "H", "H", "H", "H", "C", "C", "O", "O", "H", "H", "H"],
  "positions_angstrom": [[5.383, 0.624, -1.451], [5.895, -0.446, -2.349], [7.355, -0.189, -2.047], [5.567, -0.233, -3.387], [5.661, -1.466, -1.954], [6.843, 0.898, -1.116], [7.967, 0.097, -2.899], [7.744, -1.064, -1.525], [7.239, 2.307, -1.487], [7.113, 2.505, -2.555], [8.286, 2.470, -1.207], [6.653, 3.037, -0.923], [7.222, 0.578, 0.325], [7.147, -0.505, 0.505], [6.643, 1.150, 1.064], [8.281, 0.870, 0.448], [3.128, 0.980, -1.825], [-0.563, -0.672, 1.773], [-0.686, -1.727, 0.822], [0.598, -2.332, 0.673], [-1.603, -2.086, 0.355], [1.448, -1.794, 1.691], [0.777, -0.669, 2.255], [1.237, 0.056, 2.931], [-1.365, -0.015, 2.106], [0.881, -3.052, -0.101], [2.389, -2.236, 2.060], [-0.381, 2.412, 0.278], [0.709, 2.483, 1.196], [1.841, 3.019, 0.513], [0.683, 2.219, 2.254], [1.415, 3.409, -0.803], [0.042, 3.026, -0.942], [-0.567, 3.184, -1.839], [-1.365, 1.958, 0.455], [2.839, 3.173, 0.940], [2.001, 4.000, -1.526], [3.237, -1.685, -1.178], [4.051, -2.174, -0.089], [4.327, -3.643, -0.386], [3.550, -1.939, 0.844], [4.988, -1.611, -0.084], [4.272, -3.742, -1.919], [3.547, -4.307, 0.007], [5.281, -3.902, 0.082], [3.534, -2.483, -2.399], [3.635, -4.570, -2.251], [5.299, -3.840, -2.310], [2.554, -2.614, -2.893], [4.168, -1.862, -3.061], [-1.680, -0.251, -2.125], [-0.255, -0.485, -2.533], [-0.014, -1.435, -3.304], [0.707, 0.300, -2.103], [-2.153, 0.493, -2.775], [-1.837, 0.088, -1.104], [-2.298, -1.134, -2.297]],
  "mulliken_charge": [-0.29, -0.06, -1.09, 0.61, -0.30, 1.50, 0.34, 0.32, -1.73, 0.39, 0.42, 0.38, -1.63, 0.34, 0.36, 0.45, 1.24, -0.49, -1.23, 0.02, 0.53, -0.86, -0.62, 0.37, 0.54, 0.26, 0.90, -0.27, -0.71, -0.57, 0.54, -0.96, -0.48, 0.35, 0.43, 0.49, 0.48, -0.14, 0.63, -0.59, -0.12, -0.58, -0.56, 0.29, 0.38, -0.44, 0.36, 0.22, 0.39, 0.11, -1.00, 0.49, -0.75, -0.47, 0.34, 0.12, 0.34]
}

{
  "formula": "C21H31F5P2STi",
  "method": "ωB97M-V/def2-TZVPD",
  "s2": 2.01,
  "multiplicity": 3,
  "e_above_lowest_kcal_mol": 110.60,
  "largest_force_ev_per_a": 3.36,
  "species": ["P", "P", "C", "C", "H", "H", "H", "H", "C", "H", "H", "H", "C", "H", "H", "H", "C", "H", "H", "H", "C", "H", "H", "H", "Ti", "C", "C", "C", "C", "C", "C", "C", "C", "C", "H", "H", "H", "H", "H", "H", "H", "H", "H", "H", "H", "H", "H", "H", "H", "F", "C", "C", "F", "C", "F", "C", "S", "C", "F", "C", "F"],
  "positions_angstrom": [[0.361, -1.766, -4.214], [0.881, 1.819, -4.028], [0.549, -0.499, -5.563], [1.622, 0.552, -5.183], [-0.437, -0.002, -5.697], [0.786, -0.920, -6.564], [2.442, 0.130, -4.579], [2.018, 1.094, -6.055], [0.368, 2.835, -5.562], [0.139, 3.897, -5.399], [-0.503, 2.407, -6.083], [1.179, 2.845, -6.315], [2.224, 2.980, -3.499], [2.436, 3.763, -4.247], [3.143, 2.415, -3.266], [1.876, 3.488, -2.585], [-0.546, -3.029, -5.290], [-0.653, -3.983, -4.766], [-0.125, -3.282, -6.281], [-1.592, -2.772, -5.494], [2.036, -2.388, -4.168], [2.796, -1.578, -3.960], [2.272, -2.921, -5.082], [2.043, -3.124, -3.336], [2.021, -0.917, -1.995], [-1.948, 2.259, -2.872], [-2.722, 2.309, -3.952], [-3.577, 1.136, -4.324], [-4.209, 0.378, -3.095], [-3.577, -0.951, -2.800], [-2.289, -1.234, -2.859], [-1.206, -0.235, -2.282], [-1.734, 1.110, -1.812], [4.130, -1.533, -1.099], [-1.270, 3.123, -2.716], [-2.375, 3.106, -4.680], [-2.887, 0.488, -4.922], [-4.427, 1.481, -4.953], [-4.209, 0.987, -2.163], [-5.234, 0.136, -3.402], [-4.271, -1.814, -2.559], [-1.924, -2.175, -3.312], [-0.501, 0.051, -3.053], [-0.542, -0.637, -1.491], [-2.593, 0.780, -1.226], [-1.030, 1.445, -1.016], [4.735, -0.656, -0.921], [4.577, -2.025, -1.971], [4.376, -2.209, -0.264], [1.412, 2.020, 4.226], [1.092, 1.219, 3.182], [1.748, 1.390, 1.923], [2.373, 2.582, 1.662], [1.641, 0.336, 1.020], [2.145, 0.505, -0.440], [0.878, -0.822, 1.199], [1.308, -2.186, 0.124], [-0.114, -0.682, 2.258], [-1.277, -1.415, 2.130], [0.060, 0.271, 3.298], [-0.732, 0.305, 4.428]],
  "mulliken_charge": [1.06, 1.16, -0.80, -0.96, 0.13, 0.65, 0.14, 0.66, -1.71, 0.42, 0.37, 0.47, -1.31, 0.39, 0.35, 0.36, -1.53, 0.45, 0.42, 0.42, -1.67, 0.46, 0.47, 0.53, 0.51, -0.73, -0.45, -0.44, -0.89, -0.91, -0.59, 2.55, -1.34, -1.32, 0.69, 0.43, -0.01, 0.44, 0.39, 0.46, 0.34, 0.63, -1.77, -0.32, 0.60, 0.34, 0.39, 0.29, 0.32, -0.29, 0.37, -0.13, -0.27, 0.12, -0.18, 0.34, -0.31, 0.25, -0.31, 0.17, -0.27]
}